The following is a DFT calculation (ωB97M-V/def2-TZVPD) of a single C11H14N2O2 molecule in a non-equilibrium geometry.

- energy (eV) = -18703.1521
- frontier orbital gap (alpha / beta) (eV) = 7.257 / 6.890
- HOMO level (alpha / beta) (eV) = -6.53 / -6.20

The geometry in XYZ format:
```
29
Properties=species:S:1:pos:R:3:forces:R:3:mulliken_charge:R:1
O -3.16703 0.90082 0.21239 -0.98 3.06 -0.84 -0.372
O -0.00827 -2.30827 0.53925 -2.90 1.04 -1.79 -0.508
N -1.92223 1.10389 -0.29516 2.29 1.65 0.81 0.261
N 0.27430 1.76251 0.39443 -0.95 3.15 1.58 -0.079
C 2.58051 -1.08726 0.12118 0.37 -1.17 -1.05 -0.483
C 3.80977 -0.47468 0.10535 0.64 -0.44 0.24 -0.774
C -3.41485 -0.28086 0.77627 -2.37 -4.48 0.14 -0.574
C 0.15222 -1.09842 -0.10383 -1.58 0.44 0.56 0.375
C -0.99189 1.26681 0.76620 0.66 -0.44 -1.34 -0.801
C 3.79270 0.90442 0.00494 0.83 2.09 -0.12 -0.460
C 2.62932 1.68898 0.05594 -0.82 -1.85 -0.79 -0.910
C -0.87633 -0.95218 -1.20878 1.12 -0.06 0.51 -0.871
C 1.34282 1.06509 0.04027 3.93 -2.37 0.87 0.173
C -1.51934 0.43288 -1.50289 -0.16 -2.62 3.68 -0.982
C 1.38609 -0.37741 0.04395 -1.49 0.43 -0.92 1.221
H 2.57924 -2.16858 -0.14795 -0.24 0.66 0.79 0.256
H -4.42289 -0.30740 1.30541 1.30 0.68 -0.50 0.285
H 4.73743 1.45617 -0.17339 -0.54 -0.43 0.49 0.301
H -1.59789 -1.75159 -1.14078 -0.43 -0.04 0.65 0.389
H 2.61174 2.75904 0.04721 0.55 0.52 -0.02 0.416
H 0.78973 -2.57433 0.87321 3.17 -1.01 1.65 0.352
H -1.42357 1.74144 1.63502 -0.14 -0.01 0.02 0.343
H 4.75245 -1.08420 0.15880 -1.06 0.89 -0.31 0.333
H -2.66673 -0.68660 1.44140 0.49 0.20 0.31 0.278
H -0.88921 0.92452 -2.14031 1.33 2.06 -1.23 0.478
H -2.42537 0.20009 -1.90688 -2.36 -0.34 -1.98 0.467
H 0.63236 2.66036 0.87096 -1.45 -1.70 -1.01 0.314
H -3.57673 -1.03394 -0.04411 0.25 0.09 0.66 0.196
H -0.34769 -1.24127 -2.09181 0.52 0.01 -1.05 0.376
```
Positions in Å, forces in eV/Å.